Density functional theory data (wB97M-V/def2-TZVPD) for a 12-piece molecular cluster, C42H66Cl6O27 overall in a non-equilibrium geometry.

## Properties
LUMO energy = -0.61 eV
Net charge = 0
Structure (SMILES) = C[C@H]1COC(=O)O1.C[C@H]1COC(=O)O1.C[C@H]1COC(=O)O1.C[C@H]1COC(=O)O1.C[C@H]1COC(=O)O1.C[C@H]1COC(=O)O1.C[C@H]1COC(=O)O1.C[C@H]1COC(=O)O1.C[C@H]1COC(=O)O1.ClCCCl.ClCCCl.ClCCCl
Kohn-Sham gap = 9.1 eV
Energy above the lowest of the compared OMol25 structures with the same formula, charge and spin = 0.0 kJ/mol
HOMO level = -9.68 eV

Geometry (Å):
C: 6.77570 -2.19633 -0.35111
C: 6.42847 -1.06914 0.59239
C: 7.15058 0.26862 0.39861
O: 6.14224 1.19329 -0.00352
C: 4.94165 0.57437 -0.02795
O: 3.91786 1.15528 -0.20419
O: 5.06505 -0.71092 0.27062
H: 6.07876 -3.02356 -0.23303
H: 7.77391 -2.59418 -0.15106
H: 6.76706 -1.84159 -1.38302
H: 6.49537 -1.42377 1.62213
H: 7.82993 0.17656 -0.45338
H: 7.75316 0.56952 1.25112
C: 2.72383 1.99890 -3.49411
C: 2.02232 1.81846 -4.82829
C: 1.32046 2.98436 -5.53437
O: 1.61578 2.75908 -6.91157
C: 2.61958 1.85587 -7.02329
O: 3.11635 1.56555 -8.07398
O: 2.95504 1.36965 -5.83636
H: 2.06586 2.38613 -2.72480
H: 3.60569 2.63155 -3.61832
H: 3.10346 1.03035 -3.16440
H: 1.29143 1.01600 -4.71468
H: 1.65344 3.98621 -5.25279
H: 0.24116 2.88151 -5.42255
C: -2.91105 -5.52901 0.91714
C: -2.24703 -4.25591 0.41120
C: -0.78948 -4.30900 -0.11201
O: -0.84796 -3.89088 -1.47508
C: -2.11634 -3.57419 -1.78221
O: -2.53427 -3.22498 -2.84493
O: -2.94420 -3.84212 -0.76115
H: -2.29672 -6.02759 1.66665
H: -3.09060 -6.26634 0.13323
H: -3.87490 -5.28581 1.36300
H: -2.36289 -3.50392 1.19480
H: -0.48081 -5.35643 -0.05004
H: -0.07428 -3.75306 0.48937
C: 3.60446 2.76320 2.70789
C: 4.20982 3.77425 1.75620
C: 3.34009 4.04632 0.51684
O: 3.20333 5.44574 0.50922
C: 3.78573 5.99635 1.59275
O: 3.82534 7.16351 1.79730
O: 4.26987 5.04647 2.43016
H: 4.26256 2.74491 3.58390
H: 3.52506 1.74737 2.32431
H: 2.62686 3.04481 3.10390
H: 5.20483 3.41825 1.49126
H: 2.37679 3.53798 0.55528
H: 3.91791 3.61139 -0.29934
C: -0.10787 4.82317 1.87041
C: -1.57593 4.44838 1.84151
C: -2.23436 4.51673 3.25127
O: -3.38286 5.31285 3.05588
C: -3.41676 5.82431 1.81163
O: -4.27922 6.50745 1.37329
O: -2.26599 5.49967 1.17919
H: 0.15135 5.54034 2.64816
H: 0.26371 5.16366 0.90158
H: 0.54053 3.95821 2.06602
H: -1.74219 3.44754 1.44862
H: -1.64186 5.00647 4.02651
H: -2.54561 3.51441 3.54570
C: -3.51100 0.74221 2.97781
C: -3.78566 -0.73056 3.26831
C: -5.27779 -0.84452 3.69030
O: -5.77007 -1.95352 2.96379
C: -4.90940 -2.28045 2.00509
O: -5.06188 -3.11393 1.16734
O: -3.78196 -1.54072 2.09485
H: -4.19631 1.18750 2.26152
H: -2.52418 0.73550 2.49580
H: -3.37119 1.33485 3.87773
H: -3.14844 -1.13446 4.05445
H: -5.82210 0.07079 3.46204
H: -5.35790 -1.00559 4.76599
C: 3.67791 -4.58543 -2.57080
C: 2.35502 -3.83844 -2.50298
C: 2.32243 -2.71123 -1.43362
O: 1.57241 -1.69788 -2.08074
C: 1.52852 -1.93253 -3.40791
O: 0.99212 -1.23058 -4.19852
O: 2.09285 -3.12036 -3.69250
H: 3.77202 -5.08707 -3.53340
H: 3.72796 -5.35607 -1.79766
H: 4.56694 -3.97473 -2.40704
H: 1.58120 -4.55936 -2.23711
H: 3.32824 -2.32046 -1.26446
H: 1.87155 -3.02119 -0.49404
C: -0.30519 -0.21973 0.80199
C: -0.84419 0.88999 -0.06517
C: 0.16814 1.93666 -0.57279
O: -0.12003 2.05579 -1.95672
C: -0.94287 1.08434 -2.36695
O: -1.24526 0.86257 -3.49112
O: -1.28677 0.30444 -1.30458
H: 0.51396 -0.71027 0.27048
H: -1.03648 -0.97221 1.09004
H: 0.09615 0.24716 1.70939
H: -1.65918 1.40969 0.44623
H: 1.18828 1.54910 -0.48020
H: 0.04562 2.92004 -0.12650
C: -4.05604 -1.08870 -1.81192
C: -4.81772 0.23209 -1.82748
C: -5.79775 0.40299 -0.67239
O: -5.25154 1.44701 0.12299
C: -4.13807 1.92940 -0.47097
O: -3.40303 2.73967 -0.00522
O: -3.93019 1.34328 -1.65816
H: -4.69964 -1.97080 -1.78089
H: -3.44793 -1.22603 -0.91278
H: -3.40592 -1.16306 -2.68113
H: -5.29318 0.30207 -2.80349
H: -6.01552 -0.47433 -0.06339
H: -6.75968 0.74607 -1.06883
Cl: -2.34882 2.50943 6.28710
C: -0.73247 1.97623 6.76120
C: -0.20185 0.89010 5.79019
Cl: 0.14847 1.61853 4.19840
H: -0.80257 1.56395 7.76394
H: -0.03368 2.80705 6.71184
H: -1.01806 0.17443 5.69910
H: 0.68929 0.38361 6.14650
Cl: -2.02367 -0.68323 -8.26841
C: -1.58880 -0.98510 -6.57345
C: -1.77416 -2.45280 -6.16683
Cl: -0.95011 -3.57680 -7.27686
H: -2.20965 -0.41221 -5.88402
H: -0.57040 -0.67773 -6.34402
H: -2.83256 -2.69608 -6.19227
H: -1.37204 -2.53869 -5.16062
Cl: -0.34188 -2.68994 3.15643
C: -1.03200 -4.11042 3.98844
C: 0.01230 -5.19447 4.15952
Cl: 0.29346 -6.08252 2.62635
H: -1.92258 -4.43481 3.45787
H: -1.37047 -3.70139 4.93894
H: -0.21520 -5.93426 4.92629
H: 0.97091 -4.80827 4.50213

Atomic partial charges in e from the Löwdin method, atoms 1 to 4: -0.025 -0.286 -0.076 0.074



Density functional theory data (wB97M-V/def2-TZVPD) for a 9-piece molecular cluster, C42H68ClNO8S overall in a non-equilibrium geometry.

## Properties
LUMO energy = -0.14 eV
Net charge = 0
Structure (SMILES) = CCCCCCc1cccc2c1Sc1ccccc1N2Cl.CC(C)=O.CC(C)=O.CC(C)=O.CC(C)=O.CC(C)=O.CC(C)=O.CC(C)=O.CC(C)=O
Kohn-Sham gap = 7.1 eV
Energy above the lowest of the compared OMol25 structures with the same formula, charge and spin = 1790.9 kJ/mol
HOMO level = -7.24 eV

Geometry (Å):
C: -3.21475 4.28686 -0.21045
C: -2.46226 3.76864 -1.60771
C: -1.86022 2.24114 -1.37993
C: -0.25431 2.25205 -0.91584
C: 0.68068 1.28132 -1.84889
C: 0.30136 -0.31231 -1.79604
C: 0.05165 -0.92515 -0.29728
C: -1.40407 -1.71719 -0.07038
C: -1.74447 -2.41589 1.37258
C: -0.64316 -2.27999 2.57633
C: 0.83446 -1.50754 2.42637
C: 1.13613 -0.85014 0.96378
S: 2.77060 -0.00415 0.64076
C: 3.70929 -0.13644 2.24822
C: 5.21379 0.51603 2.32109
C: 6.15480 0.42000 3.66135
C: 5.52620 -0.37651 4.97126
C: 4.00501 -0.98670 4.89180
C: 3.03607 -0.89598 3.52799
N: 1.68469 -1.51894 3.65495
Cl: 0.84149 -1.08694 5.09728
H: -3.81069 3.33612 0.19025
H: -3.98352 5.15045 -0.40042
H: -2.37480 4.58787 0.55240
H: -1.63777 4.56860 -1.85656
H: -3.22927 3.80613 -2.51982
H: -2.49990 1.72732 -0.54432
H: -1.98114 1.69832 -2.43114
H: -0.11731 2.10383 0.24355
H: 0.10574 3.36818 -1.13662
H: 0.50337 1.63056 -2.97584
H: 1.83876 1.49375 -1.65323
H: -0.70973 -0.43196 -2.41879
H: 1.09723 -0.96696 -2.38738
H: -2.17959 -1.78779 -0.97492
H: -2.77138 -3.00805 1.51124
H: -0.90892 -2.80804 3.60903
H: 5.66245 1.05330 1.38297
H: 7.24350 0.86527 3.67704
H: 6.20656 -0.48301 5.94108
H: 3.60437 -1.54686 5.84761
C: -3.64585 -4.13366 -4.88429
C: -2.61525 -3.12377 -4.45516
O: -2.87497 -1.92216 -4.41908
C: -1.25455 -3.64118 -4.07198
H: -4.57936 -3.61688 -5.13116
H: -3.29621 -4.66725 -5.77167
H: -3.83966 -4.83581 -4.06947
H: -0.79829 -4.15276 -4.92314
H: -1.34181 -4.32141 -3.22102
H: -0.61446 -2.80027 -3.78428
C: -7.60906 -1.19000 -6.93267
C: -7.18297 -1.66601 -5.56958
O: -7.45594 -2.79823 -5.17439
C: -6.40998 -0.70290 -4.70879
H: -8.15779 -1.98989 -7.44112
H: -8.26648 -0.32248 -6.83454
H: -6.72925 -0.93553 -7.52905
H: -7.01393 0.18630 -4.51149
H: -5.47679 -0.42668 -5.20610
H: -6.16962 -1.18229 -3.75379
C: -2.82486 -0.78005 6.17915
C: -3.74932 -1.88487 6.61608
O: -4.22168 -2.68025 5.80562
C: -4.07341 -1.97867 8.08312
H: -2.68091 -0.83501 5.09485
H: -3.26336 0.19035 6.42504
H: -1.85356 -0.89366 6.66717
H: -4.56759 -1.06175 8.41388
H: -3.15776 -2.14563 8.65597
H: -4.75107 -2.82245 8.25173
C: 9.35600 4.30748 1.79785
C: 9.43468 2.85276 2.17702
O: 8.70199 2.37811 3.04332
C: 10.44466 2.00139 1.45512
H: 8.58390 4.79809 2.40001
H: 10.31445 4.79482 1.99358
H: 9.08916 4.40230 0.74224
H: 11.45162 2.38588 1.63559
H: 10.22636 1.99350 0.38426
H: 10.38891 0.97443 1.83174
C: -6.65269 -8.34558 -5.13573
C: -6.60997 -6.87841 -5.47002
O: -6.30550 -6.48863 -6.59607
C: -6.95417 -5.90670 -4.37305
H: -6.38151 -8.92783 -6.02279
H: -5.93671 -8.56636 -4.34008
H: -7.66286 -8.62715 -4.82787
H: -6.25163 -6.01871 -3.54345
H: -7.97773 -6.07963 -4.03119
H: -6.88140 -4.88400 -4.75829
C: 9.27015 2.04972 5.98247
C: 9.86457 1.42223 7.21499
O: 10.64416 0.47425 7.13634
C: 9.46804 1.99964 8.54743
H: 9.64545 1.53067 5.09412
H: 8.18138 1.95822 6.00718
H: 9.56267 3.10110 5.92298
H: 8.38813 1.90587 8.68651
H: 9.76932 3.04877 8.60221
H: 9.97362 1.44761 9.34698
C: -8.46281 2.48972 -1.31053
C: -8.20952 2.88205 -2.74164
O: -8.65136 2.21372 -3.67478
C: -7.39460 4.12378 -2.98668
H: -9.06388 1.57454 -1.28619
H: -7.51342 2.29823 -0.80417
H: -9.01351 3.28359 -0.79964
H: -6.39760 4.00512 -2.55510
H: -7.89766 4.99043 -2.55044
H: -7.29277 4.28389 -4.06539
C: 7.20232 3.25807 -2.42306
C: 6.30607 2.48231 -1.49512
O: 6.75912 1.88854 -0.51798
C: 4.83401 2.46122 -1.80920
H: 8.23748 3.18483 -2.07303
H: 7.14368 2.84066 -3.43140
H: 6.90877 4.31083 -2.42908
H: 4.66979 2.00826 -2.79012
H: 4.43496 3.47845 -1.78791
H: 4.31069 1.86360 -1.05515

Atomic partial charges in e from the Löwdin method, atoms 1 to 4: -0.151 -0.264 -0.202 -0.201



Density functional theory data (wB97M-V/def2-TZVPD) for C42H68F18O16S2Sb as an isolated structure in a non-equilibrium geometry.

## Properties
LUMO energy = 1.46 eV
Net charge = -1
Kohn-Sham gap = 5.7 eV
HOMO level = -4.20 eV

Geometry (Å):
C: -2.95177 -2.90113 6.88432
C: -3.66989 -1.45304 6.82601
C: -5.02622 -1.48642 5.91813
C: -6.36829 -1.30906 6.83542
C: -7.10223 -2.71296 7.05811
C: -8.40238 -2.96526 6.16121
C: -8.22807 -2.51201 4.60190
C: -7.14177 -3.47268 3.94107
C: -6.08976 -2.81509 2.93385
C: -6.40947 -1.34551 2.41269
C: -5.15695 -0.76193 1.55068
Sb: -5.65610 1.39915 1.20025
S: -3.50887 2.17835 2.13795
C: -2.65820 3.08250 0.72352
C: -1.29736 2.27070 0.48150
O: -0.23663 2.80534 0.85496
O: -1.42707 0.99183 -0.09881
C: -0.16406 0.45146 -0.55589
C: 0.39449 -0.52246 0.58760
C: 1.52382 0.16035 1.52942
O: 0.99338 -1.74896 0.07040
C: 0.01047 -2.68839 -0.32584
O: -0.35558 -2.75417 -1.51707
C: -0.66666 -3.76618 0.66885
S: -2.01460 -3.03545 1.72817
H: -3.28405 -3.59315 6.02107
H: -3.19340 -3.48515 7.84290
H: -1.81024 -2.80104 6.75280
H: -2.93965 -0.75109 6.30848
H: -3.90729 -1.12542 7.90147
H: -5.08379 -2.56019 5.52397
H: -4.99837 -0.72405 5.06829
H: -7.02981 -0.50974 6.32968
H: -6.01985 -0.81252 7.81796
H: -6.37435 -3.59009 6.89511
H: -7.37453 -2.76379 8.18081
H: -9.23286 -2.27362 6.57340
H: -8.82084 -4.03538 6.24709
H: -7.97955 -1.40752 4.63697
H: -9.24948 -2.73624 4.11686
H: -7.72503 -4.28373 3.34319
H: -6.54122 -4.06822 4.72488
H: -6.04615 -3.49529 1.99735
H: -5.02524 -2.87451 3.37710
H: -6.49545 -0.61937 3.30784
H: -7.36854 -1.23009 1.81112
H: -4.23465 -0.83475 2.23607
H: -4.97589 -1.34152 0.58682
H: -6.33449 1.56772 2.83288
H: -6.10456 3.06280 0.88647
H: -4.92014 1.29898 -0.38207
H: -7.22312 0.84726 0.61965
H: -3.33037 3.04240 -0.19744
H: -2.46509 4.18038 0.95096
H: -0.41208 -0.22095 -1.45869
H: 0.58158 1.22236 -0.93457
H: -0.47538 -0.76850 1.30185
H: 2.52065 -0.41948 1.49609
H: 1.77963 1.21269 1.14749
H: 1.19826 0.24465 2.62025
H: -1.17308 -4.57779 0.03137
H: 0.15249 -4.29864 1.25960
H: -3.22097 -3.66202 1.46836
C: 1.26467 5.06351 -1.05669
C: 2.35264 4.01113 -1.00657
O: 2.84630 3.72545 -2.32864
C: 3.75428 4.59050 -2.83454
O: 4.14900 5.59014 -2.26424
C: 4.20898 4.13194 -4.22413
F: 3.18189 3.74883 -5.00848
F: 5.04950 3.07358 -4.15784
F: 4.86532 5.09620 -4.90102
H: 0.46929 4.76089 -1.74273
H: 0.83639 5.22162 -0.06554
H: 1.65320 6.01748 -1.42158
H: 1.94055 3.07757 -0.61630
H: 3.16263 4.30442 -0.34616
C: 3.73439 7.67252 -5.08128
C: 4.51177 8.32992 -6.20329
O: 3.62911 9.04041 -7.08867
C: 3.24140 10.26297 -6.67844
O: 3.57676 10.76961 -5.64255
C: 2.34730 10.91795 -7.72971
F: 1.40564 10.07855 -8.20802
F: 3.06113 11.34043 -8.79694
F: 1.69266 11.99454 -7.25739
H: 2.94549 7.03217 -5.48507
H: 4.39275 7.07207 -4.45761
H: 3.24667 8.41814 -4.44936
H: 5.00767 7.56379 -6.80381
H: 5.29201 8.99328 -5.82008
C: 1.91749 -8.28005 -2.38506
C: 0.53221 -8.82230 -2.09538
O: 0.39930 -9.16394 -0.70606
C: 0.14439 -8.13839 0.13006
O: 0.03579 -6.99411 -0.21533
C: -0.01678 -8.64547 1.56190
F: 0.94169 -9.52909 1.91171
F: -1.19969 -9.27464 1.73650
F: 0.02794 -7.65582 2.47100
H: 2.68294 -8.98702 -2.05441
H: 2.04363 -8.09474 -3.45336
H: 2.09488 -7.34505 -1.84944
H: 0.37257 -9.74300 -2.66104
H: -0.24863 -8.11930 -2.39793
C: -5.87019 -9.33013 0.50981
C: -7.38427 -9.39607 0.53730
O: -7.93868 -8.15959 1.01092
C: -8.02472 -7.16609 0.10283
O: -7.66543 -7.25902 -1.03888
C: -8.66963 -5.92963 0.72608
F: -8.16627 -5.63792 1.94379
F: -10.00165 -6.09003 0.89211
F: -8.51291 -4.82581 -0.02340
H: -5.48076 -9.04727 1.49117
H: -5.44695 -10.29544 0.22509
H: -5.52121 -8.57736 -0.20025
H: -7.70535 -10.17162 1.23639
H: -7.79576 -9.65531 -0.44209
C: 9.24180 4.53164 1.41991
C: 8.82157 3.12581 1.04013
O: 7.42274 3.08302 0.71496
C: 7.09412 3.48774 -0.52525
O: 7.88234 3.87804 -1.34411
C: 5.59064 3.34908 -0.75011
F: 4.87088 3.81605 0.28338
F: 5.22679 2.06138 -0.91700
F: 5.16653 4.02072 -1.86275
H: 8.61379 4.91433 2.22846
H: 10.28456 4.54869 1.74238
H: 9.12978 5.21791 0.57775
H: 8.96586 2.45688 1.89132
H: 9.42311 2.73232 0.21616
C: 9.01713 2.91271 -4.62672
C: 9.32703 4.33019 -4.18990
O: 10.68390 4.67823 -4.51790
C: 10.90552 5.05073 -5.79281
O: 10.05914 5.09743 -6.64350
C: 12.37157 5.43315 -5.98796
F: 13.22008 4.54601 -5.42676
F: 12.65109 6.63328 -5.43351
F: 12.71741 5.52167 -7.28537
H: 9.74215 2.21326 -4.20182
H: 8.01444 2.62162 -4.30808
H: 9.07694 2.81248 -5.71275
H: 9.23626 4.40676 -3.10437
H: 8.62619 5.04913 -4.62300

Atomic partial charges in e from the Löwdin method, atoms 1 to 4: -0.141 -0.226 -0.182 -0.190